No. 1
34
Properties=species:S:1:pos:R:3:nbo_charge:R:1 method="wB97M-V/def2-TZVPD" homo_lumo_gap_ev=9.49 relative_energy_kcal_mol=113.3 total_energy_ev=-19870.1304 homo_ev=-9.147 total_charge=0 smiles="C=CCC=C.O.O.O.O.O.O.O"
H 0.872 1.332 3.253 0.472
O -2.714 1.360 2.656 -0.918
H -1.851 -3.856 0.518 0.483
H 2.134 0.407 1.050 0.201
H 0.382 2.295 0.418 0.210
H -2.236 0.642 3.171 0.477
O 0.829 -0.271 -3.327 -0.964
H 2.736 2.087 -0.810 0.234
O -3.281 -1.242 -1.598 -0.972
C 0.722 1.998 -0.561 -0.220
H -1.859 -3.246 -0.983 0.490
O -1.344 -3.328 -0.136 -0.971
O -0.863 -0.336 0.384 -0.968
H 2.026 0.429 2.849 0.472
H -0.036 0.014 -2.864 0.485
H -1.698 -1.823 2.107 0.478
H -2.633 1.064 1.880 0.441
H 2.012 1.159 -2.162 0.276
C -0.011 2.533 -1.620 -0.392
O 1.136 0.477 3.127 -0.933
H -0.168 -0.679 -0.279 0.494
H 0.543 -0.857 -4.103 0.484
C 2.473 0.176 -0.044 -0.198
H -0.493 0.514 0.612 0.476
H -0.877 -1.646 3.263 0.471
H -2.720 -0.945 -0.817 0.497
H -0.949 2.990 -1.613 0.197
H 3.989 -1.252 0.043 0.195
H -3.885 -0.516 -1.750 0.471
C 1.905 1.258 -0.923 -0.527
O -1.761 -1.924 3.016 -0.946
H 3.878 -0.669 -1.588 0.219
H 0.450 2.538 -2.588 0.189
C 3.292 -0.684 -0.582 -0.401

No. 2
19
Properties=species:S:1:pos:R:3:nbo_charge:R:1 method="wB97M-V/def2-TZVPD" homo_lumo_gap_ev=9.09 relative_energy_kcal_mol=128.2 total_energy_ev=-8905.0718 homo_ev=-12.426 total_charge=+1
H 0.762 -1.906 -0.004 0.237
O 0.962 0.146 0.373 -0.351
H 0.929 1.446 -1.274 0.168
C 2.379 0.011 0.118 -0.285
C 0.145 -1.024 -0.183 -0.074
H -1.934 1.259 1.305 0.216
H -1.744 -2.170 0.091 0.267
H -2.260 -0.293 -1.181 0.398
C 0.460 1.405 -0.313 -0.361
N -2.091 -0.183 -0.123 -0.537
H -1.433 -1.237 1.526 0.254
C -1.218 -1.222 0.408 -0.289
H 2.628 -0.553 -0.769 0.216
C -1.922 1.062 0.249 0.053
H 3.115 0.874 0.244 0.263
H -2.204 1.795 -0.434 0.224
H 0.914 2.120 0.277 0.168
H 2.589 -0.603 0.933 0.210
H -0.078 -0.928 -1.244 0.223